The following is a quantum chemistry calculation of a single CH4N2S2 molecule, from OMol25.

Last column: Mulliken charge in e.
Positions of all 9 atoms, in Å:
N  0.15564  -0.64156  -1.00754  -0.311
C  -0.85773  -0.30126  -0.39407  0.342
S  -2.46987  -0.61049  -0.84966  -0.366
N  -0.34995  0.55517  0.57374  -0.275
S  1.18938  1.25108  0.65139  -0.292
H  1.17780  -0.25879  -0.84480  0.201
H  -0.01550  -1.23589  -1.74227  0.198
H  -0.82799  0.65454  1.66776  0.330
H  1.99821  0.58720  1.94546  0.173

Values from the calculation:
- M (g mol⁻¹) = 108.2
- multiplicity = 1
- frontier orbital gap (eV) = 8.1822
- energy relative to the best compared isomer or geometry (same formula, charge and spin) (eV) = 2.7710
- SMILES = NC(=S)NS